Entry 1:
ORCA calculation (the ωB97M-V functional and the def2-TZVPD basis) on a cluster of 15 separate species, C60H141N15O11 in total in a non-equilibrium geometry.

Properties
* relative energy (zero: lowest compared OMol25 entry of this formula, charge and spin): 2.1707 eV
* HOMO-LUMO gap: 8.5 eV

Structure (ORCA input):
```
! RIJCOSX wB97M-V def2-TZVPD def2/J DEFGRID3
* xyz 0 1
H -1.47 -3.97 -2.17
H 2.09 4.82 -0.23
H -2.81 7.18 6.33
H 1.22 -6.40 -1.18
C 1.12 5.93 -2.42
C 3.75 -0.28 2.63
H 1.66 -7.43 -3.51
H -4.28 2.21 2.44
C 0.70 -4.24 4.03
C 2.13 -0.65 8.93
H -0.22 -3.99 4.50
O -3.16 -3.87 1.40
C -4.75 2.38 -2.69
H 3.45 4.11 0.75
C 7.68 -1.48 -1.34
H 1.35 -4.81 4.69
H 0.49 1.24 8.14
H -2.75 -0.02 -5.74
C -3.53 3.04 -0.96
N -1.46 -1.29 6.89
H 2.66 1.24 3.95
H -2.58 -3.33 3.57
H -3.84 4.98 7.67
H -5.31 2.36 -3.64
H 4.11 1.76 0.15
N 2.89 -1.90 -3.25
C -0.02 -6.36 3.40
C -0.24 1.36 -0.21
H 2.63 2.08 -6.77
H -6.17 -1.52 -3.36
H 4.85 -0.68 0.70
C -0.96 -1.03 -6.41
N 1.81 3.38 -8.09
C 2.60 -4.69 -0.81
C -5.17 -2.87 -1.90
H -3.82 4.40 -2.70
H -3.83 0.23 3.23
H -7.12 -3.06 -0.83
C -0.80 0.04 6.84
H 0.39 3.26 -5.89
H -2.14 1.75 -7.69
H 1.63 -2.95 -6.16
N 0.61 4.69 -2.60
H -0.76 -2.07 6.93
H 1.12 -2.40 5.62
H 1.39 -4.35 -3.66
H -2.64 -1.31 -3.52
H 3.68 4.87 -6.73
H 0.18 1.85 0.70
C 1.43 3.44 -5.65
H 0.70 6.05 2.26
H 0.11 0.82 -8.87
C -2.36 -4.72 0.57
C 6.46 2.33 -2.64
H -2.41 1.10 6.07
C 0.85 -3.37 -3.49
H -0.39 -0.11 8.96
C 2.42 -2.88 -5.39
C 1.22 1.40 -4.60
H -3.38 0.28 1.56
H -4.72 -2.50 -3.91
H 5.57 0.84 -3.87
C -1.55 0.88 -7.40
H 2.09 6.26 -2.87
H 3.59 0.63 -2.76
H 3.50 -2.70 -3.17
C 3.70 3.81 -6.56
H 7.50 2.07 -2.64
H -1.42 2.16 7.14
H 0.43 1.64 -1.01
O -0.46 -3.42 -4.10
O -3.85 3.50 3.94
H 2.80 -2.54 5.31
C -4.08 3.46 -2.16
H -0.23 0.12 5.88
H -2.64 -5.77 0.76
H 1.77 4.35 -8.37
H 6.21 0.39 -0.86
O 1.86 2.67 -4.49
C 3.91 1.25 1.05
H 0.21 1.43 -4.20
C -1.85 1.11 6.95
H 1.31 0.89 -5.57
C 0.33 4.62 3.73
H -7.86 -1.09 0.67
C -0.48 -0.86 -1.47
H 2.78 -4.05 -1.69
O 1.64 4.28 1.71
C 4.31 0.00 1.36
H -2.98 5.29 3.57
C 1.79 -2.32 -4.13
C -4.05 1.80 -0.71
H 2.82 -3.89 -5.20
O 1.28 -0.65 7.84
H 1.65 -0.42 9.89
C -5.59 -2.49 -3.31
H 3.17 -2.21 -5.75
H -3.89 3.39 6.75
C 1.03 3.41 4.44
N 1.45 -4.16 -0.11
N -4.79 -4.28 -1.89
H -5.39 0.60 -1.85
H -6.34 -0.80 1.52
H 2.58 2.59 2.12
C -0.38 0.43 -7.96
C -6.15 -2.53 -0.72
H -2.61 0.97 7.76
O -1.73 -0.38 -1.82
H -5.40 3.54 2.57
N -4.81 1.44 -1.77
H -2.63 0.40 -3.50
H -2.23 4.88 5.80
H -2.40 -4.01 -3.74
O 7.25 -0.61 -2.35
C -6.86 -0.63 0.55
N -0.02 -0.76 -7.39
H 6.23 2.89 -1.72
C -1.91 -0.07 -6.37
H 8.58 -2.01 -1.66
C -0.05 -0.19 -0.13
H 7.77 -0.95 -0.41
H 0.27 -0.74 -2.34
H -3.34 -2.13 0.30
C -3.39 -1.73 2.55
H 4.24 -3.67 0.14
N 0.43 -2.13 2.87
H -1.88 -2.22 1.24
H 0.87 -1.52 2.19
C 1.43 -2.94 3.58
H 3.36 -7.43 -4.07
H -1.66 -1.97 3.74
C 2.75 -7.38 -3.18
O 0.34 -5.03 2.95
N 1.36 -0.52 0.06
C -3.14 -0.23 2.52
H 1.20 -4.57 0.77
H -0.56 -0.69 0.66
H -1.31 -4.49 0.77
H 4.51 3.50 -7.25
O 2.96 -6.23 -2.53
C -3.72 4.87 4.26
H 1.60 -3.17 0.21
H -0.93 3.69 2.29
O -6.19 -1.17 -0.53
C 2.38 3.17 -6.79
C 5.56 1.10 -2.78
H -1.49 5.85 -0.38
C 2.55 4.72 0.70
C -3.32 5.15 5.68
H 2.55 -1.65 -2.32
H -1.47 3.62 3.83
N -3.43 6.66 5.73
H 6.34 2.99 -3.48
H -2.00 -1.48 6.03
C -0.45 4.52 -1.73
H -4.60 -4.61 -0.96
H -3.86 1.16 0.13
H 2.27 -3.27 2.89
H 3.10 -8.28 -2.62
H 2.88 0.16 8.78
H 4.63 -5.31 -0.55
H 2.12 3.60 4.65
C 3.89 -4.71 -0.01
H 1.16 3.94 -3.02
H 1.83 -0.15 -0.76
H 6.91 -2.26 -1.22
H 1.17 -1.45 -4.52
H 1.80 -0.35 0.90
H -7.13 0.41 0.31
C 3.08 0.84 3.03
H 0.04 5.28 4.45
H 3.94 3.63 -5.51
H 2.49 -1.70 8.97
H 3.91 2.26 -2.84
C 6.06 0.00 -1.90
H -1.28 1.62 -0.46
H -5.68 -3.09 0.08
H 1.92 -1.09 4.80
H -0.35 -1.91 -1.20
N 4.21 1.42 -2.40
H -2.14 0.06 2.81
H -4.43 -1.93 2.78
H -2.63 -4.51 -0.44
N -2.61 -2.34 3.68
H 0.66 -1.29 -7.83
N -0.96 4.22 3.16
H -3.35 7.01 4.77
H 0.87 -6.90 3.80
H -0.89 -6.26 4.18
C -4.35 3.26 2.67
H 2.80 5.79 0.86
C -0.68 5.73 -1.09
H 2.21 5.59 3.12
C -1.44 -4.16 -3.30
H 1.34 4.46 -5.33
H 0.62 3.21 5.46
C -2.93 -2.46 1.27
H 0.88 2.46 3.89
H -0.13 -2.72 2.24
C 0.30 6.61 -1.54
H 0.44 7.60 -1.17
C 0.11 0.22 8.04
C 1.26 5.25 2.67
C -4.08 4.42 6.75
H 0.74 -3.22 -2.43
H -4.66 5.30 4.09
H 3.70 -5.18 0.93
N 3.12 1.78 2.04
H -5.46 -4.91 -2.39
H -6.26 -3.25 -3.71
H -5.18 4.49 6.64
H 0.95 2.91 -8.24
H -0.81 3.55 -1.49
C 1.86 -2.20 4.84
H -3.69 3.77 1.90
H 2.79 -6.83 -0.55
H -0.75 -1.91 -5.87
H -4.31 -2.33 -1.51
C 2.30 -6.12 -1.23
H -0.45 -6.87 2.53
H 3.80 -1.12 3.22
H -1.25 -5.20 -3.43
H -1.12 -0.44 -3.85
H 5.24 -0.74 -1.81
H -2.91 3.65 -0.34
H 1.75 0.85 -3.88
C -2.04 -0.43 -3.22
*
```

Atom charges from the Mulliken analysis, given in e for atoms 1 to 4: H 0.00; H -0.29; H 0.22; H 0.36

Entry 2:
ORCA calculation (the ωB97M-V functional and the def2-TZVPD basis) on a cluster of 11 separate species, C60H147N6O18P3 in total in a non-equilibrium geometry.

Properties
* HOMO-LUMO gap: 8.2 eV
* SMILES: CCOP(=O)(OCC)OCC.CCOP(=O)(OCC)OCC.CCOP(=O)(OCC)OCC.CCN(CC)CC.CCN(CC)CC.CCN(CC)CC.CCN(CC)CC.CCN(CC)CC.CCN(CC)CC.COC(=O)OC.COC(=O)OC

Structure (ORCA input):
```
! RIJCOSX wB97M-V def2-TZVPD def2/J DEFGRID3
* xyz 0 1
P -2.32 -7.51 3.82
H 8.79 2.45 -3.00
H 2.37 2.77 -6.78
C -6.73 -2.88 1.68
H -2.26 -5.28 -4.82
O 5.32 8.82 3.34
H 0.35 -5.79 -6.24
H -8.29 6.33 2.49
H 5.83 -3.82 -2.12
H 7.98 0.69 4.94
C -4.08 -6.88 -3.76
O -1.95 -8.34 5.21
C 5.24 -2.90 6.10
H 1.14 -1.96 -1.24
H -5.01 -7.44 -3.62
C -4.62 -8.21 2.80
H 7.22 -3.38 -1.22
O 5.97 7.37 1.40
H 5.56 12.05 4.13
C -0.24 -5.41 -5.41
H -7.12 1.21 3.52
H 1.34 2.62 0.74
C 6.16 -7.56 -3.61
C 2.88 7.53 -5.88
O 4.21 -1.99 5.71
H -1.79 -7.59 7.85
H 3.48 3.77 -6.03
N 1.18 5.67 -5.55
H 4.60 9.93 4.85
C -6.90 -0.72 2.63
H -8.58 0.77 2.57
H -0.20 -8.70 6.20
O -7.60 -0.66 -3.81
H 0.17 -5.62 -4.42
O 9.09 1.29 -6.73
H -7.07 1.30 1.83
O -2.71 -6.14 4.08
H -7.90 9.81 3.29
H -0.55 0.74 0.68
H 7.62 -0.94 4.18
H -9.14 -2.55 -6.74
C 7.61 -7.16 0.49
H -0.38 -9.88 -6.63
H -0.18 -7.34 5.22
H 5.73 -8.54 -3.82
C -1.66 -5.98 -5.40
H -5.13 -7.97 3.73
H 2.84 7.59 4.00
C -1.04 2.89 0.21
H -7.13 -3.60 0.97
H -6.71 -3.44 2.62
H 5.04 -4.95 6.87
H -1.12 4.58 -6.14
H 7.96 0.77 -8.42
H -9.25 -4.14 1.31
C -7.04 0.22 -2.84
H 8.19 -5.26 -0.10
H 0.85 -6.49 0.16
H 1.53 0.38 -2.34
H -0.52 3.16 1.13
C 6.80 8.25 0.64
H -10.85 10.51 3.49
C -5.31 -9.31 1.99
H -4.39 -6.01 -4.34
H 8.60 -5.01 -2.91
H 1.39 1.13 5.10
H -11.53 6.03 3.95
C -10.94 6.38 3.10
H -9.61 -1.27 2.17
H 0.49 -1.17 0.18
H -9.82 10.41 1.94
H -6.73 8.79 1.48
H 9.06 -6.44 -1.01
H 1.08 -1.92 5.60
C -7.50 0.70 2.63
H -5.00 -2.27 0.25
H -1.82 -6.25 6.84
H 5.73 11.49 2.47
H -1.65 6.23 -6.20
N -1.73 -7.26 -4.77
O 3.59 8.29 1.42
H 6.54 -8.00 -1.66
H -6.19 0.87 -3.04
H -2.07 -5.91 -6.41
H -7.10 -1.18 3.60
C -0.85 -8.90 -6.54
H 3.69 8.10 -5.42
H 4.44 7.70 5.72
H -0.06 -0.05 -2.05
H -0.02 -1.01 4.75
C -0.83 -7.85 5.93
C -8.89 9.46 3.58
H 6.85 9.23 -1.32
C -10.28 7.54 3.73
C 8.06 -6.19 -0.65
H -0.24 -4.32 -5.50
H 6.66 -7.25 -4.52
P 4.20 -0.49 6.27
C -6.75 -1.37 -4.59
H 3.32 5.70 -5.03
H 0.08 5.81 -3.84
H 2.40 4.50 -7.24
H 0.57 3.45 -5.54
H 0.29 -7.89 -4.90
C 6.17 8.63 -0.72
C 0.61 -7.10 1.03
H 7.21 3.18 -3.22
H 3.19 7.23 -6.88
H -1.38 1.07 -0.83
O -5.56 -1.48 -4.47
C 1.35 4.20 -5.42
C -0.70 -8.30 -5.11
H 3.48 1.32 -1.18
N 0.69 1.44 -0.77
H 7.76 -8.17 0.12
H -0.24 -6.58 7.57
H -9.53 -2.06 -5.04
C -8.85 -1.95 -5.88
H -1.98 5.23 -4.72
H 5.84 7.82 -1.37
H -10.66 -3.05 1.25
H 7.60 7.65 0.22
O 4.32 6.52 3.11
H -4.89 -9.25 0.99
H -9.40 -2.86 0.08
H -6.60 -0.40 -2.05
H 5.42 -6.75 -3.57
C 7.89 1.45 -7.57
H 6.12 -2.65 5.51
C 9.06 1.40 -5.38
C -3.17 -7.70 -4.70
H 2.30 6.47 -3.97
C -0.77 -6.92 1.69
O -0.94 -7.64 2.95
H 3.16 6.43 6.25
N -7.50 -1.62 1.64
H -8.03 8.08 0.52
H 1.58 0.19 6.62
H -9.85 7.26 4.69
N 7.07 -6.17 -1.78
O 3.14 0.19 5.26
C -0.04 6.08 -4.89
C 2.44 6.34 -5.04
H -1.87 -8.95 -6.90
H 7.10 9.12 1.22
C -5.22 -2.65 1.25
C -8.88 -2.06 2.03
H -11.15 8.14 3.98
C -7.33 7.89 1.34
H -7.26 7.37 3.39
H -8.90 -2.53 3.02
C -0.61 1.44 -0.15
H 5.31 -0.34 3.98
O -7.41 -2.09 -5.57
C 1.16 -1.03 -0.67
O -3.25 -8.50 2.95
H 8.14 -6.86 1.40
C 3.39 6.66 4.12
H -0.43 -8.22 -7.29
O 3.90 -0.34 7.70
H -6.39 -9.14 2.04
H 3.62 -4.27 6.15
O 7.99 2.17 -4.94
H -3.22 -8.75 -4.42
H -4.54 -7.24 2.29
H -4.74 -3.63 1.25
H -8.92 -0.94 -6.28
H 5.70 1.43 4.28
H 5.36 9.36 -0.68
H -9.47 11.51 3.16
H -6.60 7.15 1.02
C 8.13 2.90 -3.74
H 3.06 3.00 -1.10
C 5.94 0.39 4.48
C -1.15 -7.04 7.17
H 7.07 -5.25 -3.65
C -9.86 10.50 3.03
H 6.77 10.94 3.79
O 9.93 0.92 -4.69
H -1.52 -7.15 0.93
H -3.67 -7.69 -5.67
H 7.15 -3.00 -2.95
H -0.90 -5.87 1.93
H 4.73 6.03 5.72
H 2.08 8.23 -6.09
C -8.03 7.38 2.62
C 1.74 0.20 5.54
H 5.58 -2.88 7.14
C 7.03 -7.42 -2.44
H 2.65 5.87 3.97
H -4.99 -10.29 2.35
H -10.20 5.63 2.82
H -0.67 3.57 -0.56
H 6.53 -7.09 0.62
N -9.28 8.19 2.94
H -5.85 -0.51 2.46
C 0.86 0.17 -1.51
C 3.94 6.75 5.55
C -1.27 5.47 -5.52
H 0.83 -8.15 0.80
H 7.77 2.43 -8.02
H 4.80 -4.81 5.05
C 4.73 10.05 3.77
C 1.06 -1.07 4.93
C 7.44 0.14 4.17
H -0.79 -9.21 -4.52
H 3.79 10.30 3.26
H 6.91 1.25 -7.14
C 1.77 1.74 0.25
H 1.64 4.01 -4.38
C -9.57 -3.11 1.13
H -7.88 0.76 -2.41
H -3.49 -6.50 -2.93
C 7.54 -5.07 -2.68
H -2.10 3.05 0.44
H 1.36 -6.69 1.72
H 7.63 0.51 3.16
H 8.60 3.84 -4.03
C 6.91 -3.76 -2.20
H 1.87 0.94 0.99
H 7.98 -7.81 -2.79
H 1.42 -1.32 3.93
P 4.68 7.80 2.22
C 4.70 -4.35 6.03
O 5.68 0.14 5.82
H -0.14 7.16 -4.99
C 2.46 3.80 -6.41
C 5.74 11.17 3.52
H -4.56 -2.07 1.90
H 3.94 2.33 0.19
H 2.19 -0.96 -0.33
H -8.93 9.42 4.66
C 3.12 2.10 -0.50
H -11.44 6.79 2.22
*
```

Atom charges from the Mulliken analysis, given in e for atoms 1 to 4: P 0.97; H 0.32; H 0.39; C -0.49